[1]
Computed, not measured: a single C20H24N2O4 molecule in a non-equilibrium geometry, with ωB97M-V/def2-TZVPD.

The geometry in XYZ format:
```
50
Properties=species:S:1:pos:R:3:mulliken_charge:R:1
C -6.9561 -2.2097 -0.3991 -1.172
C -5.7422 -1.8579 0.4691 0.736
O -5.4650 -2.4616 1.3944 -0.483
C -5.0973 -0.6280 0.1749 0.016
C -4.1174 -0.4075 0.9380 0.006
C -3.4568 0.8330 0.9641 -0.137
C -3.7502 1.6140 -0.0147 0.660
O -3.1144 2.9967 -0.5690 -0.400
C -1.9190 3.1299 0.2391 -1.307
C -0.7509 2.4655 0.3593 0.747
C 0.1023 1.9731 1.1586 -0.289
C 0.9178 1.0692 0.7329 0.606
C 2.2923 0.6112 1.1952 0.352
O 2.6357 1.1423 2.3359 -0.714
N 2.6666 -0.6460 0.6979 0.044
C 2.0234 -1.3771 -0.0916 -0.645
C 3.0770 -1.8279 -1.1575 -0.768
C 3.7326 -0.5363 -2.3516 -1.639
C 4.6101 0.4437 -1.3233 -1.628
C 5.5975 -0.2556 -0.3868 -0.419
C 5.1274 -0.3645 1.0056 -0.779
C 3.8626 -1.2007 1.4793 -1.096
N 0.6675 0.8354 -0.5979 -0.280
O -0.4869 1.7285 -0.7551 -0.408
C -4.6928 1.4058 -1.2008 -1.052
C -5.4593 0.2622 -0.9862 -0.521
H -6.4765 -2.4879 -1.4489 0.302
H -7.7283 -1.3289 -0.6083 0.267
H -7.6013 -3.0713 -0.1082 0.320
H -3.8669 -0.9846 1.9773 0.239
H -2.4736 1.0997 1.6134 0.138
H -1.6911 4.1418 -0.0326 0.571
H -2.3656 3.5158 1.3208 0.331
H 0.0652 2.2295 2.3456 0.238
H 1.7404 -2.2713 0.2770 0.246
H 1.1828 -0.8566 -0.4738 0.854
H 2.4881 -2.3913 -1.9389 0.434
H 4.0214 -2.5559 -0.7396 0.205
H 4.4476 -1.1021 -2.9100 0.299
H 2.9345 -0.3387 -2.5895 1.195
H 5.0282 0.8756 -1.8948 1.193
H 3.9510 0.9027 -0.6541 0.287
H 6.5297 0.1985 -0.1336 0.468
H 5.7767 -1.3474 -0.6317 0.239
H 6.0026 -0.6974 1.7642 0.340
H 4.9708 0.5680 1.4130 0.534
H 3.7659 -0.8321 2.5904 0.416
H 4.0465 -2.1841 1.0650 0.451
H -4.9144 2.2342 -1.9005 0.378
H -6.1384 -0.0541 -1.6131 0.626
```

LUMO energy: 0.031 eV
multiplicity: 1
Kohn-Sham gap: 8.8 eV
energy relative to the best compared isomer or geometry (same formula, charge and spin): 465.9 kcal per mole


[2]
Computed, not measured: a single C20H24N2O4S2 molecule, with ωB97M-V/def2-TZVPD.

The geometry in XYZ format:
```
52
Properties=species:S:1:pos:R:3:mulliken_charge:R:1
C 7.9860 0.5603 -0.4375 -0.799
C 7.2004 -0.3796 0.0503 -0.218
C 5.7190 -0.2373 0.2192 -0.242
O 5.1126 -1.4337 -0.2291 -0.387
C 3.7599 -1.5541 -0.1545 0.279
C 3.2314 -2.7584 -0.6256 -0.586
C 1.8721 -2.9854 -0.5823 -0.947
C 1.0133 -2.0257 -0.0711 -0.776
C 1.5270 -0.8177 0.3733 -0.286
C 0.6316 0.1852 1.0090 0.532
O -0.1406 -0.1429 1.9100 -0.754
N 0.7859 1.4773 0.6495 0.540
C 1.3101 1.9162 -0.6230 -0.974
C 0.2096 2.6226 -1.4174 -0.380
C -0.3616 3.7923 -0.6244 -1.195
C -0.8577 3.3697 0.7649 0.647
C -2.2391 2.6714 0.7716 -1.297
N -2.2554 1.2312 0.7755 -0.041
S -2.3910 0.3792 -0.6257 1.121
O -3.1040 1.1777 -1.5792 -0.728
O -1.1439 -0.2060 -1.0435 -0.554
C -3.4184 -0.9408 -0.0598 -0.002
C -3.1006 -1.8602 0.8916 -0.260
C -4.1584 -2.7634 1.1317 -0.731
C -5.2467 -2.5005 0.3592 -0.485
S -5.0044 -1.1462 -0.6757 -0.102
C 0.2363 2.5457 1.4597 -1.473
C 2.9012 -0.5834 0.3438 0.718
H 9.0493 0.4211 -0.5248 0.273
H 7.6002 1.5131 -0.7619 0.244
H 7.5932 -1.3356 0.3651 0.293
H 5.4898 -0.0791 1.2860 0.306
H 5.3465 0.6245 -0.3517 0.287
H 3.9139 -3.4974 -1.0147 0.439
H 1.4763 -3.9218 -0.9455 0.404
H -0.0512 -2.1855 -0.0466 0.351
H 1.6654 1.0513 -1.1814 0.521
H 2.1453 2.6083 -0.4463 0.351
H -0.5759 1.9043 -1.6460 0.039
H 0.6258 2.9816 -2.3599 0.469
H -1.1784 4.2530 -1.1817 0.425
H 0.4204 4.5471 -0.4935 0.427
H -0.9858 4.2851 1.3547 0.418
H -2.7856 2.9953 1.6652 0.342
H -2.8132 2.9685 -0.1087 0.512
H -1.6137 0.7773 1.4247 0.421
H -2.1518 -1.8713 1.3969 0.469
H -4.1079 -3.5662 1.8446 0.399
H -6.1804 -3.0260 0.3348 0.439
H -0.1352 2.1122 2.3907 0.583
H 1.0678 3.2224 1.7003 0.487
H 3.2803 0.3504 0.7302 0.485
```

LUMO energy: 0.622 eV
multiplicity: 1
Kohn-Sham gap: 9.2 eV
energy relative to the best compared isomer or geometry (same formula, charge and spin): 26.0 kcal per mole


[3]
Computed, not measured: a single C20H24N2O5S molecule in a non-equilibrium geometry, with ωB97M-V/def2-TZVPD.

The geometry in XYZ format:
```
52
Properties=species:S:1:pos:R:3:mulliken_charge:R:1
C 4.7618 -4.1778 -0.2030 -1.154
C 4.6234 -3.0249 -1.1882 -0.554
C 3.4868 -2.0835 -0.7900 -0.388
N 2.2173 -2.7693 -0.7986 -0.184
S 0.9853 -2.1828 0.1492 1.323
O -0.0922 -3.1159 -0.0085 -0.762
O 1.5361 -1.9200 1.4406 -0.673
C 0.5475 -0.6455 -0.6520 0.324
C 1.2968 0.4883 -0.4087 -0.785
C 1.0531 1.6379 -1.1395 -0.536
C 0.0494 1.6613 -2.1030 0.942
C -0.2144 2.8871 -2.9395 -1.271
C 0.0084 4.2118 -2.2009 -0.530
C -0.4636 4.2107 -0.7512 0.378
O 0.1691 4.7542 0.1290 -0.675
N -1.6575 3.6153 -0.5425 -0.031
C -2.1679 3.3737 0.7940 -1.793
C -1.9144 1.9513 1.2264 0.838
C -0.8295 1.6456 2.0315 -0.546
C -0.5745 0.3457 2.4635 -0.626
C -1.4399 -0.6347 2.0435 0.918
C -2.5109 -0.3408 1.1941 0.739
C -2.7701 0.9392 0.7760 -1.017
O -3.2004 -1.4887 0.9197 -0.537
C -2.5365 -2.5169 1.6343 -0.295
O -1.4593 -1.9580 2.3546 -0.488
C -0.7141 0.5151 -2.3082 -0.934
C -0.4598 -0.6423 -1.5951 -0.689
H 5.0227 -3.8023 0.7829 0.292
H 5.5347 -4.8695 -0.5291 0.387
H 3.8187 -4.7112 -0.1245 0.303
H 4.4270 -3.4161 -2.1891 0.325
H 5.5509 -2.4507 -1.2270 0.344
H 3.4758 -1.2038 -1.4528 0.180
H 3.6237 -1.7479 0.2395 0.398
H 1.8987 -3.0826 -1.7010 0.296
H 2.0567 0.4600 0.3551 0.539
H 1.6473 2.5176 -0.9520 0.399
H -1.2332 2.8379 -3.3323 0.419
H 0.4524 2.8624 -3.8075 0.413
H 1.0664 4.4755 -2.1860 0.319
H -0.5159 5.0140 -2.7257 0.430
H -2.0796 3.0790 -1.2823 0.290
H -3.2400 3.5910 0.8016 0.436
H -1.6493 4.0718 1.4533 0.484
H -0.1716 2.4418 2.3437 0.376
H 0.2616 0.1049 3.0964 0.448
H -3.6156 1.1553 0.1427 0.470
H -3.2427 -2.9853 2.3384 0.274
H -2.1480 -3.2670 0.9307 0.271
H -1.5063 0.5243 -3.0434 0.373
H -1.0351 -1.5419 -1.7482 0.536
```

LUMO energy: 0.427 eV
multiplicity: 1
Kohn-Sham gap: 8.2 eV
energy relative to the best compared isomer or geometry (same formula, charge and spin): 36.0 kcal per mole


[4]
Computed, not measured: a single C20H24N2O6S molecule in a non-equilibrium geometry, with ωB97M-V/def2-TZVPD.

The geometry in XYZ format:
```
53
Properties=species:S:1:pos:R:3:mulliken_charge:R:1
O 0.0420 2.4391 -0.0589 -0.645
C 1.0766 1.8192 -0.1036 0.675
C 2.4198 2.5495 -0.2270 -0.654
O 3.5341 1.6821 -0.3669 -0.360
C 4.3040 1.4771 0.7250 0.049
O 4.0941 2.0073 1.7817 -0.604
C 5.4065 0.4805 0.4802 0.483
C 6.1544 0.6273 -0.8599 -1.123
C 6.0087 -0.7734 -1.5011 0.001
C 6.7533 -1.7272 -0.6025 -0.584
C 6.0517 -1.8513 0.5166 -0.986
C 4.8332 -0.9720 0.3839 -0.132
C 4.5621 -1.1014 -1.1183 -1.024
N 1.2014 0.4679 -0.0629 -0.060
C 0.2027 -0.4975 0.0638 0.197
C 0.5668 -1.8381 -0.0770 -0.374
C -0.3787 -2.8397 0.0356 -0.968
C -1.7034 -2.5195 0.2930 -0.385
C -2.0502 -1.1914 0.4373 -0.079
S -3.7444 -0.7391 0.8102 1.376
O -3.7882 -0.1316 2.1067 -0.745
O -4.5764 -1.8885 0.5719 -0.695
N -3.9815 0.4581 -0.3372 -0.009
C -4.4196 -0.0318 -1.6280 -0.733
C -5.9431 -0.1939 -1.6598 -0.507
O -6.5888 1.0057 -1.2909 -0.412
C -6.2102 1.4110 0.0075 -0.513
C -4.7001 1.6424 0.0911 -0.723
C -1.1248 -0.1744 0.3296 -0.335
H 2.3862 3.1931 -1.1097 0.361
H 2.5457 3.1722 0.6670 0.349
H 6.0776 0.5548 1.3385 0.611
H 7.1976 0.9007 -0.7125 0.383
H 5.6816 1.3780 -1.4914 0.344
H 6.2674 -0.8061 -2.5559 0.579
H 7.7069 -2.1595 -0.8408 0.464
H 6.3004 -2.3974 1.4070 0.455
H 4.0199 -1.1750 1.0783 0.633
H 3.8490 -0.3821 -1.5161 0.374
H 4.2701 -2.1121 -1.4017 0.466
H 2.1391 0.1017 -0.1760 -0.119
H 1.5986 -2.0913 -0.2771 0.408
H -0.0825 -3.8713 -0.0767 0.402
H -2.4681 -3.2735 0.3846 0.544
H -3.9322 -0.9909 -1.8042 0.378
H -4.0996 0.6893 -2.3871 0.409
H -6.2897 -0.4275 -2.6680 0.370
H -6.2239 -1.0035 -0.9719 0.334
H -6.7615 2.3304 0.2115 0.366
H -6.4912 0.6389 0.7399 0.318
H -4.3992 1.8507 1.1167 0.450
H -4.4032 2.4690 -0.5617 0.373
H -1.4367 0.8486 0.4481 0.613
```

LUMO energy: 0.502 eV
multiplicity: 1
Kohn-Sham gap: 9.5 eV
energy relative to the best compared isomer or geometry (same formula, charge and spin): 43.3 kcal per mole